ORCA calculation (ωB97M-V with the def2-TZVPD basis set) on a structure of composition C15H24ClN3O9P2W.

```
55
Properties=species:S:1:pos:R:3:lowdin_spin:R:1
W 0.320 0.023 1.360 1.6464
N 4.954 -1.475 0.298 0.0024
C 3.719 -1.266 1.163 0.0060
C 4.095 -1.758 2.565 0.0013
P 3.068 0.401 1.222 0.0072
O 4.215 1.448 1.149 -0.0001
O 2.014 0.521 0.127 0.0414
O 2.155 0.369 2.452 0.0328
P 2.373 -2.425 0.653 0.0183
O 2.213 -2.164 -0.926 0.0034
O 2.832 -3.758 1.022 0.0009
O 1.036 -1.752 1.074 0.0879
H 4.828 -1.126 -0.654 0.0001
H 5.113 -2.521 0.244 0.0000
H 5.771 -1.020 0.670 0.0002
H 4.887 -1.178 2.958 0.0000
H 4.420 -2.786 2.405 0.0001
H 3.228 -1.697 3.271 0.0003
H 4.087 2.173 0.504 0.0000
H 1.907 -2.875 -1.498 0.0002
Cl -2.286 5.099 -0.193 0.0020
C -2.295 3.670 0.834 0.0049
C -3.429 2.820 0.911 -0.0059
C -3.427 1.623 1.664 0.0054
C -2.261 1.268 2.318 -0.0002
C -1.155 2.168 2.272 0.0180
C -1.157 3.377 1.594 -0.0001
C -2.095 0.030 3.025 0.0098
O -2.904 -0.439 3.745 0.0015
O -0.888 -0.634 2.730 0.0381
H -4.360 3.096 0.432 -0.0003
H -4.322 1.078 1.751 0.0004
H -0.252 1.931 2.828 0.0075
H -0.376 4.066 1.739 -0.0001
C -2.195 -2.060 -0.234 0.0011
N -1.769 -1.323 -1.453 0.0013
C -2.644 -1.617 -2.601 0.0009
C -2.900 -0.314 -3.364 0.0000
C -1.561 0.344 -3.709 0.0003
N -0.790 0.586 -2.425 0.0032
C -0.065 1.857 -2.347 0.0002
C -1.112 -0.166 -1.420 0.0108
O -0.760 0.295 -0.210 0.0511
H -3.034 -1.533 0.234 0.0000
H -1.431 -2.276 0.472 0.0006
H -2.604 -3.024 -0.573 0.0001
H -3.545 -2.010 -2.138 0.0001
H -2.224 -2.347 -3.288 -0.0001
H -3.474 0.383 -2.774 0.0000
H -3.445 -0.517 -4.271 0.0000
H -1.776 1.269 -4.204 0.0001
H -0.992 -0.268 -4.386 0.0000
H -0.804 2.670 -2.426 0.0000
H 0.659 1.825 -3.200 0.0000
H 0.437 1.940 -1.396 0.0003
```

* energy above the lowest of the compared OMol25 structures with the same formula, charge and spin: 29.41 kcal per mole
* calculated total energy: -71759.7408 eV
* charge: +2
* 2S+1: 3
* HOMO-LUMO gap (spin up / spin down): 7.728 / 8.625 eV
* ⟨S²⟩: 2.007